The following is a quantum chemistry calculation of C24H35NOP2RuSi as an isolated structure at a distorted geometry, from OMol25.

Computed properties:
⟨S²⟩: 6.0185
LUMO energy (alpha / beta), eV: -6.48 / -9.74
ΔE to the lowest compared entry with this formula, charge and spin, eV: 1.277
Gap between HOMO and LUMO (alpha / beta), eV: 6.81 / 3.44
Multiplicity: 5
Total charge: +2

CARTESIAN COORDINATES (ANGSTROEM)
C  -2.4680  2.5089  -3.1422
C  -2.0352  1.2864  -2.6438
C  -0.6969  0.8863  -2.9838
C  0.2963  1.9074  -3.2801
C  -0.1675  3.2463  -3.4538
C  -1.5433  3.4972  -3.5383
C  1.6437  1.4746  -3.3963
C  2.0120  0.1875  -2.9171
C  0.9222  -0.7522  -2.6706
C  1.2079  -2.0318  -2.0771
C  2.4863  -2.5374  -2.2674
C  3.5576  -1.6898  -2.5948
C  3.3414  -0.3153  -2.7601
H  -3.5500  2.6843  -3.2008
H  0.5382  4.0945  -3.4749
H  -1.9434  4.4486  -3.9314
H  2.4335  2.2384  -3.5399
H  2.6336  -3.6148  -2.1878
H  4.5517  -2.1372  -2.7544
H  4.1967  0.3728  -2.7344
N  -0.3365  -0.4040  -2.9874
Ru  -0.8560  -0.5505  1.6597
C  -2.9504  0.4309  -1.8026
H  -3.0909  -0.5646  -2.2373
H  -3.9597  0.8700  -1.8574
C  0.1470  -2.8498  -1.4055
H  -0.7316  -2.9829  -2.0447
H  0.5327  -3.8636  -1.2414
P  -2.5736  0.2158  0.1104
P  -0.4869  -2.3547  0.3248
C  0.8558  -3.0715  1.3146
H  0.6479  -2.8904  2.3759
H  0.9489  -4.1397  1.1016
H  1.7829  -2.5617  1.0296
C  -1.9789  -3.3782  0.6253
H  -1.6945  -4.4254  0.7900
H  -2.4950  -2.9949  1.5208
H  -2.6607  -3.3146  -0.2357
C  -2.9737  1.9491  0.5444
H  -3.9424  2.2824  0.1504
H  -2.9567  2.0500  1.6348
H  -2.2035  2.5947  0.1105
C  -4.0465  -0.6811  0.7841
H  -3.8811  -0.8348  1.8641
H  -4.9798  -0.1214  0.6323
H  -4.1401  -1.6618  0.2995
C  -1.5368  -0.6422  3.3248
O  -2.0157  -0.7557  4.3991
H  0.1032  0.6763  1.2930
C  3.5500  1.9868  2.6940
Si  1.9297  0.9785  2.8536
C  2.3617  -0.6634  3.6282
C  0.8419  2.0617  3.9329
C  1.2691  0.9669  1.1813
H  4.0614  2.1042  3.6555
H  3.3515  3.0009  2.3230
H  4.2694  1.5283  2.0040
H  2.9905  -0.5255  4.5208
H  1.4598  -1.2046  3.9446
H  2.9137  -1.3101  2.9321
H  0.5712  2.9789  3.3894
H  -0.0870  1.5508  4.2239
H  1.3786  2.3551  4.8464
H  1.3411  2.0314  0.8855
H  1.8532  0.3795  0.4558


The following is a quantum chemistry calculation of one molecule with the formula C6H10, from OMol25.

Computed properties:
Structure (SMILES): C#CCCCC
LUMO energy, eV: 1.13
ΔE to the lowest compared entry with this formula, charge and spin, eV: 1.458
Gap between HOMO and LUMO, eV: 11.05
Multiplicity: 1

CARTESIAN COORDINATES (ANGSTROEM)
C  3.4854  -0.2800  0.9405
C  2.5276  -0.0991  0.2330
C  1.3355  0.0616  -0.6060
C  0.0447  0.2519  0.2111
C  -1.2001  -0.1639  -0.5689
C  -2.4918  0.0768  0.2082
H  4.3379  -0.4405  1.5637
H  1.2444  -0.8295  -1.2407
H  1.4747  0.9070  -1.2914
H  -0.0390  1.3012  0.5232
H  0.1044  -0.3414  1.1316
H  -1.1132  -1.2310  -0.8156
H  -1.2343  0.3723  -1.5271
H  -2.4628  -0.4276  1.1819
H  -3.3618  -0.3029  -0.3381
H  -2.6516  1.1452  0.3948


The following is a quantum chemistry calculation of a 12-piece molecular cluster, C18H59FN23O11 overall at a distorted geometry, from OMol25.

Computed properties:
LUMO energy, eV: -2.29
Gap between HOMO and LUMO, eV: 8.54
Multiplicity: 1
Total charge: +1

CARTESIAN COORDINATES (ANGSTROEM)
C  1.0175  -3.0970  2.7565
C  0.8271  -2.7081  1.2858
C  -0.1077  -3.6239  0.5291
F  0.3220  -3.7572  -0.8047
C  -1.5886  -3.1735  0.4948
C  -2.4783  -4.1246  1.3522
C  -3.6690  -3.2439  1.7049
N  -2.9467  -1.9952  2.1251
C  -1.9227  -1.7817  1.0522
H  0.0863  -3.1882  3.3246
H  1.6348  -2.3233  3.2081
H  1.5846  -4.0241  2.8155
H  0.5501  -1.6601  1.1874
H  1.8111  -2.7854  0.8174
H  -0.0560  -4.6260  0.9608
H  -1.9169  -3.2549  -0.5390
H  -1.9350  -4.4126  2.2559
H  -2.7249  -5.0016  0.7609
H  -4.2709  -3.6359  2.5189
H  -4.2160  -3.0560  0.7843
H  -2.4572  -2.1552  3.0047
H  -3.5519  -1.1729  2.2122
H  -2.4179  -1.1937  0.2792
H  -1.1111  -1.1675  1.4181
C  4.3321  -0.9287  2.7934
O  3.7046  -1.7871  3.4008
N  3.7204  0.2124  2.3801
N  5.6505  -1.0598  2.4732
H  4.1650  0.9527  1.8633
H  2.7572  0.3215  2.6301
H  6.1189  -1.8923  2.7776
H  6.1673  -0.3593  1.9751
C  2.8675  -1.8650  -1.4269
O  3.5359  -0.8375  -1.3278
N  3.2342  -2.9994  -0.7594
N  1.7335  -1.9423  -2.1625
H  2.6944  -3.8448  -0.7674
H  4.0604  -2.9460  -0.1925
H  1.4365  -1.1326  -2.6733
H  1.1784  -2.7700  -2.2644
C  -4.4328  0.6350  4.1249
O  -3.6037  0.5199  3.2171
N  -4.7307  1.8587  4.6063
N  -5.0878  -0.4160  4.6956
H  -5.3899  2.0230  5.3439
H  -4.2438  2.6392  4.1938
H  -4.8952  -1.3441  4.3752
H  -5.7587  -0.3007  5.4324
C  -1.5896  -2.2853  -4.2406
O  -0.5649  -1.8293  -3.7484
N  -2.6072  -1.5028  -4.6751
N  -1.7740  -3.6344  -4.4028
H  -3.4470  -1.8466  -5.1035
H  -2.5116  -0.5077  -4.5852
H  -1.0303  -4.2434  -4.1193
H  -2.6016  -4.0305  -4.8061
C  -6.1927  -4.0204  -1.5361
O  -5.6011  -4.0389  -0.4598
N  -7.4863  -3.6187  -1.6382
N  -5.5961  -4.4082  -2.6968
H  -7.9940  -3.6036  -2.5026
H  -7.9525  -3.3392  -0.7955
H  -4.6486  -4.7314  -2.6466
H  -6.0659  -4.4128  -3.5825
C  1.8231  2.8258  -0.8505
O  1.6099  3.9878  -0.5215
N  0.8993  2.0912  -1.5449
N  2.9756  2.1789  -0.5445
H  1.0629  1.1434  -1.8287
H  0.0460  2.5478  -1.8072
H  3.6614  2.7037  -0.0201
H  3.1623  1.2221  -0.7885
C  4.4858  4.5647  2.0831
O  4.4408  3.3544  1.8576
N  3.5330  5.4005  1.5928
N  5.4665  5.1330  2.8288
H  3.5319  6.3914  1.7591
H  2.8046  4.9914  1.0214
H  6.1758  4.5302  3.2015
H  5.4918  6.1132  3.0398
C  -0.9527  2.7810  2.0539
O  -1.8615  3.4025  2.5769
N  0.0816  3.3946  1.4058
N  -0.8981  1.4085  2.0889
H  0.8395  2.9023  0.9691
H  0.0657  4.3971  1.3644
H  -1.6573  0.9489  2.5668
H  -0.1502  0.8818  1.6798
C  1.4198  6.2528  4.4933
O  2.3111  7.0623  4.2887
N  1.4333  5.0089  3.9322
N  0.3464  6.5371  5.2910
H  0.7195  4.3195  4.0701
H  2.2245  4.8041  3.3470
H  0.3156  7.4475  5.7099
H  -0.3957  5.8887  5.4712
C  6.8269  2.3975  -3.0307
O  7.7455  3.1830  -3.1691
N  6.7630  1.2126  -3.7170
N  5.7811  2.6227  -2.1790
H  6.0167  0.5522  -3.6084
H  7.5120  1.0118  -4.3520
H  5.7867  3.4782  -1.6556
H  5.0163  1.9854  -2.0630
C  -3.6009  -0.1874  -7.8548
O  -4.0879  -0.0481  -6.7418
N  -3.9165  0.6440  -8.8874
N  -2.6993  -1.1712  -8.1497
H  -3.5275  0.5589  -9.8070
H  -4.5725  1.3792  -8.7003
H  -2.4012  -1.7685  -7.4021
H  -2.2872  -1.2846  -9.0562


The following is a quantum chemistry calculation of C9H11BrO2S as an isolated structure at a distorted geometry, from OMol25.

Computed properties:
LUMO energy, eV: 0.23
Gap between HOMO and LUMO, eV: 9.13
Multiplicity: 1

CARTESIAN COORDINATES (ANGSTROEM)
C  -1.8012  0.6193  1.3917
C  -1.6116  -0.5267  0.7534
C  -0.7870  1.6611  1.1671
C  3.5353  -1.4263  1.6525
C  2.6094  -1.2501  0.7244
C  0.2075  -0.2330  0.2483
C  -2.0636  0.9872  -2.2081
C  1.1163  -1.1242  1.0863
C  -0.5442  0.9004  -2.4214
O  -0.8532  2.8215  1.5262
O  0.2427  1.1173  0.4228
S  0.3405  -0.5073  -1.5469
Br  -2.6968  -1.9537  0.5782
H  -2.6970  0.9604  1.9153
H  4.5418  -1.5741  1.4646
H  3.3481  -1.5694  2.7504
H  3.0648  -1.2944  -0.2649
H  -2.7152  0.0568  -2.3222
H  -2.2683  1.2921  -1.2175
H  -2.4213  1.6800  -2.9377
H  0.7065  -2.1338  0.9162
H  0.9478  -0.8031  2.1474
H  0.0603  1.8428  -2.3717
H  -0.2617  0.4572  -3.4545


The following is a quantum chemistry calculation of an isolated ion of composition CH4N3 and charge +1 at a distorted geometry, from OMol25.

Computed properties:
Structure (SMILES): N#[N+]CN
LUMO energy, eV: -6.80
ΔE to the lowest compared entry with this formula, charge and spin, eV: 3.566
Gap between HOMO and LUMO, eV: 9.55
Multiplicity: 1
Total charge: +1

CARTESIAN COORDINATES (ANGSTROEM)
N  -2.1224  0.4150  -0.1505
N  -1.1874  -0.1733  -0.0375
C  -0.0229  -0.6943  0.0073
N  1.1323  0.6594  -0.1522
H  0.0841  -1.3767  -0.8444
H  0.0964  -1.0758  1.0419
H  1.3079  0.8557  0.7639
H  0.7120  1.3900  -0.6285


The following is a quantum chemistry calculation of a 2-piece molecular cluster, C6H9NO3 overall at a distorted geometry, from OMol25.

Computed properties:
Structure (SMILES): C[C@H]1O[C@H]1C#CC(N)=O.O
LUMO energy, eV: 0.15
ΔE to the lowest compared entry with this formula, charge and spin, eV: 3.618
Gap between HOMO and LUMO, eV: 10.07
Multiplicity: 1

CARTESIAN COORDINATES (ANGSTROEM)
C  1.2367  -1.5826  -2.1195
C  2.3447  -0.6853  -1.6571
O  2.1492  0.7227  -1.7659
C  2.2487  0.1656  -0.4542
C  1.0451  0.1790  0.3486
C  0.0324  0.1838  1.0120
C  -1.1876  0.1614  1.8223
N  -2.3077  -0.2193  1.1405
O  -1.1333  0.2215  3.0475
H  0.2603  -1.0884  -2.0398
H  1.4058  -1.8753  -3.1645
H  1.2248  -2.4937  -1.5055
H  3.3581  -0.9958  -1.9287
H  3.1683  0.4235  0.0778
H  -2.6227  -1.1785  1.2155
H  -2.6858  0.3221  0.3744
O  -2.8393  2.6605  2.2598
H  -3.2750  1.8918  1.7787
H  -2.4226  3.1870  1.5580


The following is a quantum chemistry calculation of a 4-piece molecular cluster, C2H11NO4 overall at a distorted geometry, from OMol25.

Computed properties:
Structure (SMILES): CC(N)=O.O.O.O
LUMO energy, eV: 0.67
ΔE to the lowest compared entry with this formula, charge and spin, eV: 1.083
Gap between HOMO and LUMO, eV: 11.17
Multiplicity: 1

CARTESIAN COORDINATES (ANGSTROEM)
C  1.6514  0.3253  1.6043
C  0.6734  -0.5890  0.7212
N  -0.6445  -0.5427  1.0347
O  1.1964  -1.3803  -0.0949
H  1.1469  1.3396  1.4513
H  1.6579  0.3076  2.6747
H  2.7098  0.2776  1.1869
H  -0.9641  0.0189  1.8159
H  -1.4377  -1.0022  0.6064
O  -1.1161  2.8174  0.2010
H  -0.7067  2.2711  -0.5561
H  -1.9650  3.2915  -0.1512
O  -1.2316  -1.8554  -1.2833
H  -0.2674  -2.0320  -0.9975
H  -1.1571  -2.2753  -2.1496
O  0.0329  0.7808  -1.6013
H  0.9206  0.4044  -1.3453
H  -0.4275  -0.1199  -1.5033


The following is a quantum chemistry calculation of C22H20Cl2N2O2Re as an isolated structure at a distorted geometry, from OMol25.

Computed properties:
⟨S²⟩: 0.8020
LUMO energy (alpha / beta), eV: -9.52 / -9.02
Gap between HOMO and LUMO (alpha / beta), eV: 4.78 / 5.37
Multiplicity: 2
Total charge: +2

CARTESIAN COORDINATES (ANGSTROEM)
Re  0.9429  0.1726  0.1201
C  2.0621  -0.9112  -4.7449
C  2.2175  -2.3461  -4.2277
C  2.9088  -2.4415  -2.8817
C  4.0414  -3.2508  -2.8393
C  4.8949  -3.2879  -1.7534
C  4.6632  -2.4265  -0.6961
C  3.5380  -1.6215  -0.6716
C  3.4450  -0.6220  0.4553
C  3.5896  0.8380  -0.0131
C  2.5806  -1.7097  -1.7101
N  1.3426  -1.0644  -1.4821
C  0.2768  -1.2222  -2.2822
C  -0.8416  -0.4577  -2.0118
C  -2.0875  -0.2587  -2.6126
C  -2.7569  0.7013  -1.8478
C  -1.9163  1.0678  -0.7983
N  -0.7590  0.3789  -0.8836
H  1.5746  -0.9222  -5.7188
H  3.0453  -0.4570  -4.8638
H  1.4732  -0.2656  -4.0897
H  2.8366  -2.8820  -4.9445
H  1.2632  -2.8809  -4.2510
H  4.2718  -3.8509  -3.7097
H  5.7563  -3.9409  -1.7474
H  5.3745  -2.3709  0.1187
H  4.2424  -0.8419  1.1641
H  2.5297  -0.7680  1.0762
H  4.5678  0.9785  -0.4712
H  3.5102  1.5387  0.8183
H  2.8556  1.1297  -0.8016
H  0.2690  -1.9340  -3.0911
H  -2.4434  -0.7327  -3.5142
H  -3.7438  1.0988  -2.0207
H  -2.1140  1.7644  0.0017
Cl  -1.5729  0.5855  7.0900
C  -1.0119  0.2172  5.5237
C  -0.9399  -1.1169  5.1106
C  -0.5001  -1.4506  3.8488
Cl  -0.4120  -3.0819  3.3510
C  -0.1155  -0.4445  2.9240
O  0.2619  -0.8316  1.7262
C  -0.1620  0.9055  3.3756
C  0.3045  1.9576  2.5337
O  0.7404  1.8163  1.3773
C  -0.6165  1.2195  4.6595
H  -1.2304  -1.9010  5.7980
H  0.2999  2.9694  2.9492
H  -0.6576  2.2530  4.9814